No. 1
{"formula": "C33H28N3O6PbS5", "method": "the ωB97M-V functional and the def2-TZVPD basis", "elements": ["Pb", "O", "S", "O", "O", "C", "C", "C", "C", "C", "C", "S", "O", "O", "O", "H", "H", "H", "H", "S", "C", "N", "C", "C", "N", "C", "C", "C", "C", "C", "C", "C", "C", "S", "C", "C", "C", "C", "C", "C", "C", "H", "H", "H", "H", "H", "H", "H", "H", "H", "H", "H", "H", "H", "H", "H", "H", "H", "H", "S", "C", "C", "C", "C", "C", "C", "C", "C", "C", "N", "H", "H", "H", "H", "H", "H"], "positions_angstrom": [[0.176, -0.104, -0.625], [2.254, 3.768, -2.137], [1.591, 2.492, -2.021], [2.281, 1.359, -2.625], [1.164, 2.179, -0.633], [0.092, 2.641, -3.031], [0.421, 2.672, -4.388], [-0.542, 2.789, -5.372], [-1.876, 2.865, -5.003], [-2.213, 2.830, -3.664], [-1.249, 2.725, -2.660], [-1.935, 2.750, -0.979], [-3.354, 2.962, -1.170], [-1.242, 3.777, -0.248], [-1.701, 1.376, -0.454], [1.464, 2.595, -4.660], [-0.251, 2.817, -6.415], [-2.653, 2.955, -5.753], [-3.245, 2.898, -3.356], [3.263, -0.996, -0.516], [3.058, -1.682, 0.966], [3.598, -1.202, 2.099], [3.478, -1.906, 3.362], [3.571, -3.382, 3.085], [2.515, -3.748, 2.156], [1.840, -5.027, 2.375], [0.624, -4.905, 3.268], [0.755, -4.817, 4.651], [-0.359, -4.689, 5.463], [-1.627, -4.665, 4.901], [-1.770, -4.768, 3.527], [-0.651, -4.882, 2.713], [2.207, -2.952, 1.120], [1.015, -3.274, 0.033], [4.312, 0.071, 2.151], [5.797, -0.142, 2.288], [6.471, 0.286, 3.424], [7.837, 0.070, 3.563], [8.536, -0.581, 2.560], [7.869, -1.009, 1.419], [6.509, -0.791, 1.281], [2.530, -1.649, 3.849], [4.307, -1.591, 4.000], [3.436, -3.954, 4.000], [4.553, -3.632, 2.664], [2.575, -5.703, 2.821], [1.551, -5.426, 1.404], [1.737, -4.864, 5.107], [-0.239, -4.613, 6.536], [-2.499, -4.564, 5.533], [-2.753, -4.743, 3.078], [-0.760, -4.927, 1.639], [3.936, 0.621, 3.018], [4.063, 0.632, 1.250], [5.923, 0.799, 4.205], [8.350, 0.412, 4.452], [9.600, -0.753, 2.663], [8.414, -1.506, 0.628], [5.988, -1.111, 0.388], [-0.931, -0.691, 4.033], [0.483, 0.265, 3.986], [0.895, 0.489, 2.704], [0.101, -0.151, 1.712], [-0.937, -0.817, 2.302], [-2.049, -1.456, 1.606], [-3.201, -1.896, 2.260], [-4.230, -2.435, 1.515], [-4.103, -2.517, 0.136], [-2.933, -2.041, -0.432], [-1.937, -1.534, 0.278], [0.905, 0.657, 4.898], [1.720, 1.141, 2.464], [-3.291, -1.792, 3.332], [-5.135, -2.772, 2.004], [-4.892, -2.914, -0.485], [-2.789, -2.052, -1.506]], "homo_lumo_gap_ev": 7.12, "total_charge": -1, "e_homo_ha": -0.2041, "relative_energy_kj_mol": 0.0}

---

No. 2
{"formula": "C5H11N3", "method": "the ωB97M-V functional and the def2-TZVPD basis", "elements": ["C", "C", "C", "C", "N", "N", "N", "C", "H", "H", "H", "H", "H", "H", "H", "H", "H", "H", "H"], "positions_angstrom": [[0.904, -1.523, 0.447], [-0.118, 0.789, -0.285], [-1.065, -0.177, 0.218], [1.186, 0.444, -0.133], [-0.606, 1.883, -1.034], [-1.330, -0.236, 1.584], [-2.099, -0.608, -0.565], [2.409, 0.741, -0.564], [-1.172, 2.538, -0.506], [0.119, 2.363, -1.548], [-0.529, 0.050, 2.129], [-1.657, -1.144, 1.899], [-2.049, -0.367, -1.541], [-3.003, -0.785, -0.154], [0.068, -2.201, 0.635], [1.540, -1.469, 1.329], [1.460, -1.900, -0.406], [2.686, 0.762, -1.614], [3.255, 0.839, 0.108]], "homo_lumo_gap_ev": 7.09, "e_homo_ha": -0.2328, "relative_energy_kj_mol": 478.8}

---

No. 3
{"formula": "C4H14NOS", "method": "the ωB97M-V functional and the def2-TZVPD basis", "elements": ["C", "C", "C", "S", "C", "N", "H", "H", "H", "H", "H", "H", "H", "H", "H", "H", "H", "H", "H", "H", "O"], "positions_angstrom": [[0.496, 0.344, 0.978], [-0.828, 0.986, 0.579], [-1.468, 0.359, -0.645], [-0.235, -0.116, -1.926], [-1.089, 0.375, -3.423], [0.323, -1.084, 1.418], [1.162, 0.380, 0.117], [0.936, 0.868, 1.822], [-0.545, 1.992, 0.295], [-1.526, 0.953, 1.395], [-2.214, 0.962, -1.155], [-2.004, -0.569, -0.414], [-0.413, 0.167, -4.245], [-1.439, 1.399, -3.555], [-1.944, -0.281, -3.574], [-0.418, -1.187, 2.101], [0.116, -1.649, 0.594], [1.269, -1.335, 1.742], [3.580, -0.146, 2.739], [3.299, -1.623, 2.720], [2.940, -0.795, 2.438]], "homo_lumo_gap_ev": 8.85, "total_charge": 1, "e_homo_ha": -0.4427, "relative_energy_kj_mol": 49.2}

---

No. 4
{"formula": "C17H21F19O5P", "method": "the ωB97M-V functional and the def2-TZVPD basis", "elements": ["O", "C", "C", "P", "C", "C", "C", "C", "O", "O", "C", "F", "F", "F", "H", "H", "H", "H", "H", "H", "H", "H", "H", "H", "H", "H", "H", "C", "C", "C", "F", "F", "F", "F", "O", "C", "C", "F", "F", "F", "F", "H", "H", "H", "H", "C", "C", "C", "F", "F", "F", "F", "O", "C", "C", "F", "F", "F", "F", "H", "H", "H", "H"], "positions_angstrom": [[-0.016, 4.541, -2.908], [-0.656, 3.439, -2.427], [0.195, 2.001, -2.496], [-0.770, 0.572, -1.589], [-2.058, 0.441, -2.993], [-2.228, -1.054, -3.644], [-1.430, -1.281, -5.067], [0.209, -1.382, -4.895], [0.686, -2.559, -4.404], [1.165, -0.284, -5.187], [-1.676, -0.666, -0.451], [-3.157, -0.708, -0.634], [-1.467, -0.246, 0.985], [-1.037, -2.030, -0.538], [-1.724, 3.542, -1.952], [0.501, 1.703, -3.585], [1.189, 2.219, -1.872], [-1.500, 1.641, -0.900], [0.296, 0.622, -0.582], [0.000, -0.457, -2.261], [-1.673, 1.148, -3.873], [-3.132, 0.873, -2.701], [-3.390, -1.205, -3.871], [-1.917, -1.941, -2.941], [-1.766, -0.526, -5.925], [-1.777, -2.353, -5.462], [1.661, -0.172, -4.301], [2.564, -2.725, -0.947], [3.197, -1.447, -1.520], [4.286, -1.678, -2.561], [5.329, -2.389, -2.081], [4.803, -0.490, -2.983], [3.645, -0.674, -0.494], [2.191, -0.727, -2.110], [3.092, -3.192, 0.298], [4.279, -3.977, 0.202], [5.502, -3.293, 0.826], [5.734, -2.075, 0.276], [6.630, -4.028, 0.626], [4.470, -4.331, -1.092], [4.013, -5.134, 0.868], [1.519, -2.476, -0.720], [2.496, -3.528, -1.690], [3.891, -2.193, -3.441], [5.369, -3.156, 1.900], [-2.999, 0.951, 5.579], [-3.525, 1.272, 4.171], [-2.459, 1.686, 3.163], [-1.786, 2.795, 3.537], [-3.027, 1.977, 1.960], [-4.509, 2.206, 4.267], [-4.138, 0.139, 3.701], [-3.075, 2.007, 6.542], [-2.006, 2.951, 6.497], [-2.462, 4.352, 6.070], [-3.084, 4.335, 4.865], [-1.401, 5.195, 5.944], [-1.011, 2.456, 5.721], [-1.502, 3.000, 7.760], [-3.657, 0.170, 5.984], [-2.006, 0.485, 5.559], [-1.737, 0.881, 2.997], [-3.154, 4.778, 6.798]], "homo_lumo_gap_ev": 7.15, "total_charge": -1, "e_homo_ha": -0.1775, "relative_energy_kj_mol": 589.5}

---

No. 5
{"formula": "C35H27BCoF7GeN5O3S", "method": "the ωB97M-V functional and the def2-TZVPD basis", "elements": ["Co", "C", "C", "C", "C", "C", "C", "N", "N", "C", "C", "C", "C", "C", "N", "H", "H", "H", "H", "H", "H", "H", "H", "H", "F", "C", "F", "F", "C", "C", "C", "C", "N", "C", "S", "H", "H", "H", "O", "N", "O", "O", "C", "C", "C", "C", "C", "C", "Ge", "C", "C", "C", "C", "C", "C", "C", "C", "C", "C", "C", "C", "H", "H", "H", "H", "H", "H", "H", "H", "H", "H", "H", "H", "H", "H", "H", "F", "B", "F", "F", "F"], "positions_angstrom": [[-0.886, 2.850, 1.301], [-5.129, -0.684, 1.949], [-4.156, -0.724, 0.923], [-2.963, -0.041, 0.986], [-2.694, 0.769, 2.110], [-3.728, 0.798, 3.151], [-4.944, 0.223, 3.001], [-1.529, 1.455, 2.360], [-1.269, 1.618, 3.677], [-0.055, 2.244, 3.780], [0.377, 2.440, 5.138], [1.462, 3.268, 5.344], [2.154, 3.790, 4.167], [1.590, 3.601, 2.898], [0.526, 2.723, 2.702], [-6.065, -1.310, 2.086], [-4.271, -1.305, 0.009], [-2.235, -0.148, 0.216], [-3.473, 1.371, 4.007], [-5.646, 0.452, 3.758], [-0.308, 2.052, 5.902], [1.803, 3.545, 6.387], [3.126, 4.216, 4.239], [1.926, 4.052, 1.996], [-4.667, 6.317, 2.334], [-4.574, 6.453, 0.855], [-3.724, 7.465, 0.667], [-5.820, 6.867, 0.431], [-4.131, 5.186, 0.221], [-4.689, 4.684, -0.961], [-4.125, 3.588, -1.592], [-3.071, 2.885, -0.984], [-2.389, 3.443, 0.047], [-3.010, 4.460, 0.729], [-2.191, 4.629, 2.240], [-5.533, 5.218, -1.372], [-4.482, 3.111, -2.573], [-2.564, 2.071, -1.535], [0.152, -4.251, 0.138], [-0.553, -3.538, -0.524], [-1.779, -3.492, -0.492], [0.104, -2.660, -1.488], [1.826, -7.271, -4.055], [1.813, -7.241, -2.692], [1.744, -6.017, -1.970], [1.875, -4.831, -2.730], [1.961, -4.829, -4.117], [1.899, -6.064, -4.771], [1.925, -3.054, -1.828], [2.602, -2.781, -0.043], [2.021, -1.752, 0.720], [2.420, -1.473, 2.020], [3.286, -2.315, 2.606], [3.729, -3.463, 1.993], [3.496, -3.662, 0.632], [2.463, -1.552, -2.896], [3.487, -0.704, -2.529], [3.740, 0.483, -3.248], [3.123, 0.735, -4.479], [2.127, -0.166, -4.906], [1.798, -1.220, -4.134], [1.970, -8.222, -4.548], [1.835, -8.212, -2.127], [1.544, -6.046, -0.903], [2.150, -3.850, -4.530], [1.841, -6.058, -5.882], [1.398, -1.001, 0.181], [2.047, -0.517, 2.473], [3.807, -1.990, 3.545], [4.414, -4.110, 2.483], [4.005, -4.467, 0.040], [4.196, -0.935, -1.723], [4.319, 1.262, -2.839], [3.507, 1.565, -5.071], [1.644, -0.060, -5.869], [0.919, -1.843, -4.419], [0.443, 1.294, -0.343], [1.365, 2.398, -0.577], [1.692, 2.510, -1.876], [2.447, 2.219, 0.290], [0.554, 3.546, -0.109]], "s2": 2.25, "homo_lumo_gap_ev": [6.03, 7.14], "total_charge": -1, "e_homo_ha": [-0.1412, -0.1876], "spin_multiplicity": 3, "relative_energy_kj_mol": 174.3}

---

No. 6
{"formula": "C4H13N2", "method": "the ωB97M-V functional and the def2-TZVPD basis", "elements": ["C", "C", "N", "H", "H", "H", "H", "H", "H", "H", "C", "C", "N", "H", "H", "H", "H", "H", "H"], "positions_angstrom": [[1.902, 1.800, 1.296], [1.763, 0.318, 0.878], [1.844, 0.219, -0.609], [1.066, 2.425, 0.929], [1.936, 1.874, 2.376], [2.827, 2.252, 0.921], [2.650, -0.249, 1.302], [0.846, -0.115, 1.277], [1.659, -0.749, -0.857], [1.111, 0.830, -1.042], [-2.092, -1.119, -1.832], [-1.826, -0.451, 0.515], [-1.871, -1.371, -0.386], [-3.002, -1.712, -2.145], [-1.207, -1.438, -2.354], [-2.227, -0.032, -1.931], [-1.938, 0.609, 0.217], [-1.725, -0.707, 1.578], [-1.713, -2.386, -0.133]], "homo_lumo_gap_ev": 7.22, "total_charge": 1, "e_homo_ha": -0.4664, "relative_energy_kj_mol": 234.8}

---

No. 7
{"formula": "C2H7NO", "method": "the ωB97M-V functional and the def2-TZVPD basis", "elements": ["O", "H", "C", "C", "N", "H", "H", "H", "H", "H", "H"], "positions_angstrom": [[2.670, 1.431, -0.090], [2.379, 1.975, 0.646], [-1.115, -0.367, 0.265], [0.134, -0.769, 0.343], [-1.851, -0.119, -0.829], [-1.855, -0.379, 1.050], [0.704, -1.206, -0.447], [0.456, -1.003, 1.389], [-1.316, -0.214, -1.780], [2.610, 0.490, 0.086], [-2.816, 0.161, -0.634]], "homo_lumo_gap_ev": 9.10, "e_homo_ha": -0.2982, "smiles": "C=CN.O", "relative_energy_kj_mol": 152.9}

---

No. 8
{"formula": "C19H35AsBeCl3Cs2FILiNNaO7P", "method": "the ωB97M-V functional and the def2-TZVPD basis", "elements": ["C", "C", "C", "C", "C", "C", "C", "C", "As", "C", "C", "C", "O", "N", "C", "C", "C", "C", "C", "C", "P", "O", "I", "H", "H", "H", "H", "H", "H", "H", "H", "H", "H", "H", "H", "H", "H", "H", "H", "H", "H", "H", "H", "H", "H", "H", "H", "H", "H", "H", "H", "H", "H", "H", "Be", "F", "Cs", "C", "O", "O", "O", "O", "H", "H", "Na", "Li", "O", "H", "Cs", "C", "Cl", "Cl", "Cl", "H"], "positions_angstrom": [[-1.811, 1.305, 2.371], [-2.142, 1.189, 0.843], [-3.161, 0.043, 0.512], [-2.523, -1.369, 0.359], [-2.109, -2.037, 1.715], [-0.716, -2.777, 1.604], [0.327, -2.151, 2.605], [1.647, -1.765, 1.861], [2.540, -0.084, 2.521], [1.785, 0.970, 0.938], [2.700, 0.973, -0.339], [2.165, 0.124, -1.574], [2.937, -0.081, -2.503], [0.853, -0.388, -1.720], [0.021, 0.409, -2.588], [-0.847, -0.304, -3.475], [-1.733, 0.331, -4.359], [-1.762, 1.742, -4.373], [-0.926, 2.451, -3.500], [-0.015, 1.812, -2.593], [3.787, 1.758, 3.286], [2.879, 3.153, 3.380], [4.226, 1.182, 5.683], [-2.752, 1.086, 2.910], [-1.481, 2.341, 2.569], [-1.037, 0.559, 2.607], [-1.235, 1.095, 0.213], [-2.617, 2.158, 0.560], [-4.019, 0.034, 1.211], [-3.594, 0.301, -0.485], [-3.304, -2.015, -0.092], [-1.691, -1.366, -0.376], [-2.148, -1.327, 2.556], [-2.842, -2.840, 1.936], [-0.860, -3.829, 1.915], [-0.313, -2.768, 0.574], [0.603, -2.928, 3.345], [-0.114, -1.285, 3.134], [1.487, -1.655, 0.770], [2.364, -2.606, 1.982], [3.836, -0.532, 1.718], [3.100, -0.924, 3.765], [1.314, 0.315, 3.447], [0.749, 0.636, 0.771], [1.710, 2.031, 1.274], [2.866, 2.082, -0.673], [3.753, 0.573, -0.109], [0.410, -0.610, -0.831], [-0.839, -1.403, -3.447], [-2.373, -0.296, -4.986], [-2.483, 2.203, -5.068], [-1.003, 3.557, -3.551], [0.616, 2.373, -1.899], [1.925, 2.985, 3.302], [-0.241, 4.181, -1.092], [-2.681, 0.903, -6.605], [4.185, -1.303, 6.355], [6.603, -4.370, 10.098], [7.368, -5.059, 10.753], [6.545, -3.120, 10.131], [5.754, -4.802, 9.287], [-1.749, -5.958, 0.410], [-0.793, -6.010, 0.314], [-1.970, -5.075, 0.097], [-2.875, 3.186, -1.417], [-2.743, 4.929, -4.181], [-1.372, 5.715, -1.869], [-0.786, 6.476, -1.849], [4.280, 2.588, -1.378], [-3.526, 0.580, -9.730], [-2.308, 1.129, -10.890], [-4.355, 1.948, -9.007], [-4.680, -0.511, -10.512], [-3.024, 0.040, -8.933]], "homo_lumo_gap_ev": 1.74, "total_charge": 1, "e_homo_ha": -0.3349}